No. 1
10
Properties=species:S:1:pos:R:3:lowdin_charge:R:1 method="wB97M-V/def2-TZVPD" charge=0 e_homo_ev=-10.029 e_above_lowest_kcal_mol=111.0 lumo_energy_ev=-0.171 homo_lumo_gap_ev=9.858
O 1.875 -1.566 -1.284 0.076
O -1.407 1.136 0.275 -0.006
N -0.581 0.867 -0.793 0.136
C 0.018 -0.499 0.979 -0.016
C 1.150 -0.621 -1.465 -0.202
C 0.246 -0.061 -0.405 -0.256
C -1.072 0.294 1.252 -0.166
H 1.079 -0.116 -2.450 0.127
H 0.365 0.254 1.811 0.167
H -1.688 0.318 2.141 0.139

---

No. 2
145
Properties=species:S:1:pos:R:3:lowdin_charge:R:1 method="wB97M-V/def2-TZVPD" charge=0 e_homo_ev=-8.335 e_above_lowest_kcal_mol=43.5 lumo_energy_ev=0.207 homo_lumo_gap_ev=8.541
O -7.440 -3.079 2.233 -0.200
O -1.850 1.331 0.923 -0.191
O 4.264 4.867 -1.441 0.004
O 0.135 5.690 1.011 -0.117
O -5.542 -1.358 -1.925 -0.137
O 2.053 -1.505 -0.736 -0.137
O 0.200 -3.560 -5.800 -0.219
O -3.698 1.026 6.915 -0.177
O 2.849 -0.101 1.659 -0.237
O -0.947 4.704 -2.659 -0.161
O -1.263 -4.450 0.903 -0.100
N -3.846 -1.636 7.789 0.034
N 5.158 4.010 -2.065 -0.137
N 4.394 -2.362 1.172 0.059
N -5.769 -2.530 5.392 0.037
N -2.289 -6.217 -5.842 0.021
N -0.294 2.700 -0.776 0.075
C 4.720 2.624 -2.156 -0.435
C 5.870 1.694 -2.847 -0.130
C -1.633 -1.427 8.932 -0.045
C -0.814 1.430 -1.257 -0.403
C 6.922 3.717 -3.793 -0.122
C 0.287 4.665 -3.417 -0.130
C -2.481 0.345 7.225 -0.213
C -1.229 0.511 -0.090 -0.146
C 0.946 -2.717 -4.862 -0.073
C -2.653 0.661 1.800 -0.140
C 2.524 1.270 1.977 -0.063
C 3.196 -0.891 2.784 -0.170
C -2.882 -0.653 8.276 -0.417
C 0.197 0.794 -2.163 -0.060
C -7.955 -4.096 1.390 -0.088
C 4.161 -3.183 3.363 -0.070
C -5.302 -1.517 3.275 -0.046
C -6.815 -3.495 3.382 -0.233
C -3.952 1.247 5.532 -0.107
C 3.520 -2.316 2.293 -0.450
C 4.924 4.844 -4.465 -0.049
C -1.702 -4.672 -7.596 -0.075
C 6.576 5.945 -2.750 -0.033
C -0.581 -3.450 0.162 -0.184
C 6.440 2.252 -4.089 -0.195
C 5.807 4.671 -3.203 -0.458
C -6.374 -2.196 4.144 -0.418
C 4.558 2.114 -0.699 -0.030
C -5.325 -0.829 -0.575 -0.126
C 3.153 -1.341 -1.713 -0.109
C -0.927 -4.256 -5.203 -0.185
C 3.389 2.440 -2.900 -0.030
C -1.199 -5.293 -6.270 -0.417
C -1.172 5.640 0.458 -0.169
H -7.196 -1.532 4.413 0.145
H -5.648 -1.369 2.252 0.056
H -3.160 -5.780 -5.572 0.064
H 0.149 -2.026 -4.585 0.074
H -3.544 0.487 4.866 0.058
H 3.904 -0.408 3.458 0.129
H -4.469 -0.170 -0.723 0.056
H -5.968 -4.113 3.084 0.120
H 3.206 3.352 -3.468 0.054
H 4.171 -1.403 -1.329 0.072
H 7.204 1.584 -4.486 0.111
H -7.422 -4.252 3.879 0.122
H -8.173 -3.707 0.395 0.091
H 5.401 0.763 -3.164 0.104
H 4.453 3.995 -4.961 0.074
H -5.193 -0.520 3.700 0.057
H -0.602 2.945 0.154 0.059
H -0.555 -2.470 0.638 0.065
H 1.387 -3.248 -4.019 0.075
H -3.481 2.182 5.230 0.082
H -1.683 1.522 -1.908 0.136
H 1.693 -2.078 -5.333 0.083
H 4.659 -4.141 3.213 0.080
H -0.046 -0.206 -2.524 0.085
H -1.993 -0.150 6.386 0.121
H -1.669 0.955 7.620 0.118
H -8.894 -4.536 1.726 0.083
H 5.891 6.712 -2.388 0.074
H 4.166 1.099 -0.635 0.067
H 2.252 -0.981 0.043 0.018
H -1.946 -0.245 -0.409 0.115
H -3.349 -0.019 1.310 0.062
H 3.338 1.817 2.451 0.091
H 7.316 4.027 -4.761 0.109
H -0.691 -4.679 -4.227 0.122
H -1.817 -2.149 9.727 0.067
H 2.500 2.413 -2.270 0.046
H 0.665 5.683 -3.506 0.072
H 2.232 1.756 1.045 0.070
H -0.911 -0.693 9.290 0.063
H -1.183 -2.028 8.142 0.061
H 3.424 -3.324 4.154 0.074
H 7.363 5.915 -1.996 0.083
H 0.420 -3.765 -0.133 0.069
H 2.295 -0.904 3.397 0.124
H -3.394 -0.162 9.104 0.130
H -6.155 -0.193 -0.268 0.083
H -4.972 -3.109 5.169 0.074
H 3.156 -0.386 -2.238 0.045
H -2.440 -6.820 -6.638 0.059
H -2.661 -4.249 -7.300 0.071
H -7.245 -4.922 1.390 0.085
H -5.026 1.383 5.405 0.091
H 3.065 -2.076 -2.513 0.071
H 6.702 1.466 -2.180 0.119
H 1.796 1.288 2.788 0.089
H -0.330 0.026 0.290 0.115
H 5.451 5.466 -5.189 0.081
H -0.072 4.342 -4.394 0.075
H 0.090 6.440 1.609 0.068
H -3.329 -2.279 7.207 0.051
H 7.063 6.401 -3.611 0.081
H 1.152 0.753 -1.638 0.050
H 4.313 -3.302 0.812 0.091
H -1.190 6.150 -0.505 0.074
H -5.335 -0.683 -2.576 0.065
H 3.903 -1.754 0.531 0.012
H -4.520 -1.288 7.122 0.031
H -4.398 -2.111 3.409 0.089
H -1.560 4.622 0.493 0.063
H 0.425 1.436 -3.014 0.081
H 5.749 2.187 -4.930 0.104
H 2.543 -2.741 2.061 0.131
H -1.880 -5.362 -8.421 0.072
H -1.890 6.260 0.994 0.074
H 4.131 5.570 -4.286 0.078
H 3.410 1.584 -3.576 0.084
H -0.897 -3.362 -0.878 0.075
H -1.017 3.913 -2.120 0.005
H 4.574 4.877 -0.532 0.103
H -1.095 -3.881 -8.036 0.070
H 3.996 2.810 -0.077 0.066
H 7.768 3.957 -3.149 0.106
H -6.501 -3.134 5.739 0.081
H 1.143 4.148 -2.985 0.046
H -2.132 -4.184 0.593 0.064
H 0.699 2.649 -0.595 0.073
H -1.795 -3.605 -5.103 0.123
H 4.914 -2.653 3.947 0.073
H -0.288 -5.814 -6.563 0.136
H -5.054 -1.594 0.152 0.064
H 5.551 2.092 -0.250 0.086
H -2.045 0.068 2.483 0.090
H -3.177 1.408 2.397 0.093

---

No. 3
88
Properties=species:S:1:pos:R:3:lowdin_charge:R:1 method="wB97M-V/def2-TZVPD" charge=+2 multiplicity=3 e_homo_ev="-11.512 / -12.459" lumo_energy_ev="-5.746 / -5.831" homo_lumo_gap_ev="5.766 / 6.628"
Mo -0.776 1.285 -0.633 1.296
P 4.626 3.446 -1.628 0.917
P 1.631 3.676 -1.446 0.843
O -1.725 -0.087 -3.392 0.066
O -0.054 -1.381 -2.384 0.046
C -1.580 -0.565 0.373 -0.300
C 4.055 2.584 -0.167 -0.368
C 6.004 2.801 -2.610 -0.144
C -1.643 -1.300 -4.143 -0.479
C -0.795 1.274 1.558 -0.320
C 5.464 4.880 -0.881 -0.166
C 2.547 2.314 -0.465 -0.387
C 3.154 4.094 -2.454 -0.329
C -0.003 2.100 2.514 -0.024
C 1.470 5.115 -0.389 -0.184
C -2.587 0.461 0.322 -0.303
C 4.000 0.131 0.678 -0.170
C -3.884 0.340 -0.410 0.002
C -0.272 -1.947 -3.677 -0.479
C 2.108 1.146 -1.367 -0.259
C 3.981 -0.942 -0.375 -0.080
C -2.107 1.593 1.062 -0.330
C 3.205 0.530 -2.251 -0.154
C 3.734 -0.745 -1.680 -0.081
C -0.272 -3.459 -3.541 0.000
C 4.856 1.373 0.344 -0.143
C 0.681 -0.890 1.580 -0.006
C 0.341 3.685 -2.702 -0.214
C -2.860 -2.160 -3.802 -0.002
C -0.461 -0.051 1.106 -0.311
C -1.748 -0.905 -5.607 -0.004
C -1.765 -2.007 0.045 -0.004
C -2.815 2.890 1.256 -0.023
C 0.908 -1.549 -4.559 -0.013
B -0.845 -0.231 -2.330 -0.571
H 0.956 -0.463 -4.718 0.087
H 2.232 5.869 -0.628 0.054
H -0.399 -3.923 -4.528 0.107
H 0.530 2.929 2.025 0.060
H -3.830 2.719 1.622 0.098
H 3.263 5.192 -2.512 0.086
H 1.999 2.271 0.502 0.090
H -0.669 2.539 3.265 0.097
H 5.334 1.698 1.282 0.127
H 1.336 1.465 -2.105 0.044
H -0.872 -2.432 -0.430 0.088
H 0.489 5.571 -0.568 0.066
H -1.950 -2.594 0.959 0.113
H -2.872 -2.487 -2.753 0.078
H 4.055 3.318 0.660 0.136
H -2.708 -0.394 -5.770 0.104
H -4.485 1.249 -0.280 0.089
H 6.433 1.878 -2.196 0.071
H 2.793 0.291 -3.252 0.115
H 1.840 -1.854 -4.064 0.085
H -2.614 -2.164 -0.627 0.080
H -3.719 0.188 -1.489 0.086
H -2.882 3.454 0.318 0.082
H -0.466 4.339 -2.357 0.065
H 4.411 -0.310 1.598 0.130
H 0.318 -1.720 2.206 0.112
H 6.145 4.514 -0.101 0.085
H 0.752 4.119 -3.627 0.069
H 6.792 3.575 -2.560 0.070
H 3.991 1.282 -2.438 0.071
H -0.074 2.694 -2.927 0.029
H 5.735 2.671 -3.668 0.080
H -2.881 -3.048 -4.445 0.104
H 6.066 5.325 -1.686 0.069
H 1.559 4.835 0.666 0.058
H -3.781 -1.588 -3.981 0.104
H 3.872 -1.545 -2.419 0.117
H 0.843 -2.053 -5.534 0.106
H -2.281 3.495 1.997 0.082
H -1.707 -1.795 -6.248 0.106
H 5.688 1.099 -0.319 0.109
H 1.388 -0.311 2.183 0.068
H -4.481 -0.512 -0.045 0.108
H -0.942 -0.218 -5.890 0.086
H 4.760 5.615 -0.476 0.064
H -1.066 -3.825 -2.877 0.090
H 4.287 -1.947 -0.055 0.121
H 2.978 0.446 0.936 0.079
H 0.688 -3.790 -3.124 0.101
H 3.099 3.711 -3.488 0.087
H 0.733 1.483 3.045 0.085
H 1.242 -1.344 0.758 0.084
H 1.608 0.355 -0.766 0.097

---

No. 4
73
Properties=species:S:1:pos:R:3:lowdin_charge:R:1 method="wB97M-V/def2-TZVPD" charge=+1 multiplicity=2 e_homo_ev="-10.652 / -10.650" e_above_lowest_kcal_mol=57.3 lumo_energy_ev="-5.339 / -5.349" homo_lumo_gap_ev="5.313 / 5.301"
Ir -0.217 -0.031 0.671 1.706
S -3.820 -0.398 0.346 0.680
O 7.894 -1.027 -0.269 0.103
O 0.848 -1.692 1.843 0.006
O -3.751 -1.815 0.477 -0.266
O -2.071 -2.984 -1.357 0.153
O 6.199 -1.544 -1.496 0.095
O 1.679 -0.221 -0.205 -0.077
O -4.808 0.345 1.050 -0.246
O 1.380 1.137 1.429 -0.079
N -2.297 0.219 0.950 -0.136
N 6.717 -0.995 -0.548 -0.347
N -3.039 -0.157 3.224 0.184
N -0.619 -1.966 0.199 0.026
N -3.945 1.225 -5.284 0.132
N 0.370 -3.808 0.987 0.200
N -0.888 0.503 2.551 -0.014
C -2.761 0.206 -3.460 -0.009
C -0.747 -4.356 0.191 -0.225
C 4.476 -0.228 0.101 0.084
C -1.277 0.212 4.823 0.001
C 6.380 0.489 1.403 0.036
C 0.251 -2.495 1.090 -0.558
C -1.258 -6.059 1.941 -0.033
C -3.070 -4.641 1.253 -0.014
C 3.651 0.505 0.946 -0.119
C 2.212 0.480 0.718 -0.543
C -0.411 0.490 3.806 -0.054
C -2.710 -0.175 -2.143 -0.073
C -1.259 -6.030 -1.610 -0.014
C -0.301 -5.307 -0.910 -0.161
C -3.884 0.878 -3.967 -0.300
C -3.895 -5.258 2.193 -0.051
C 0.480 -7.129 -2.858 -0.075
C -3.774 0.129 -1.293 -0.315
C -2.599 -0.137 4.469 -0.039
C 5.545 1.222 2.237 -0.023
C 1.039 -5.460 -1.223 -0.027
C -1.744 -5.022 1.141 -0.153
C 5.825 -0.217 0.353 -0.110
C -4.942 1.180 -3.101 -0.012
C 4.180 1.230 2.012 0.018
C -2.081 -6.681 2.862 -0.065
C -1.312 -3.037 -0.450 -0.353
C -3.404 -6.268 3.001 -0.073
C -2.157 0.194 2.303 -0.494
C 1.431 -6.381 -2.190 -0.069
C -0.868 -6.942 -2.577 -0.055
C -4.891 0.809 -1.776 -0.042
H 5.965 1.784 3.059 0.120
H -3.475 -3.868 0.619 0.082
H 1.787 -4.868 -0.709 0.109
H -2.310 -5.875 -1.399 0.126
H -1.695 -7.490 3.469 0.109
H -4.925 -4.937 2.282 0.113
H -0.231 -6.398 1.828 0.121
H -4.048 -6.748 3.728 0.108
H 0.785 -7.850 -3.605 0.109
H -4.758 1.676 -5.657 0.104
H -1.859 -0.726 -1.780 0.071
H -5.810 1.703 -3.484 0.119
H 7.449 0.455 1.554 0.131
H -3.313 -0.440 5.227 0.131
H 3.515 1.797 2.652 0.127
H 4.075 -0.793 -0.729 0.140
H -3.213 0.974 -5.920 0.103
H -1.618 -7.513 -3.109 0.110
H -5.708 1.037 -1.105 0.119
H -1.937 -0.026 -4.125 0.120
H -0.953 0.248 5.852 0.119
H 2.481 -6.508 -2.419 0.108
H 0.835 -4.349 1.699 0.169
H 0.634 0.725 3.946 0.134

---

No. 5
32
Properties=species:S:1:pos:R:3:lowdin_charge:R:1 method="wB97M-V/def2-TZVPD" charge=+1 multiplicity=2 e_homo_ev="-12.670 / -12.694" e_above_lowest_kcal_mol=69.5 lumo_energy_ev="-7.102 / -6.997" homo_lumo_gap_ev="5.568 / 5.698"
Ir -0.150 -0.496 -0.171 1.552
S 0.826 -1.813 2.979 0.692
F -1.322 -0.677 -2.931 0.233
F -2.811 -1.224 -1.350 0.254
O -0.779 1.250 0.838 -0.135
O 0.710 -2.411 -0.662 -0.049
O -0.712 3.443 1.534 0.131
O 1.849 -0.956 3.479 -0.240
O -0.474 -1.791 3.558 -0.227
N 0.700 -1.564 1.321 -0.187
N 1.599 0.744 -0.928 0.013
C 1.416 -3.482 2.699 -0.182
C 1.316 2.490 0.813 -0.076
C 2.179 -5.667 3.168 -0.013
C 1.450 -3.751 1.326 -0.127
C 1.597 2.178 -0.630 -0.219
C 1.772 -4.419 3.640 -0.001
C -0.279 2.407 1.104 -0.591
C 1.856 -4.991 0.864 0.028
C 2.224 -5.944 1.804 -0.024
C 0.972 -2.597 0.567 -0.488
B -1.609 -0.831 -1.664 -0.646
H 2.457 -6.428 3.885 0.125
H 1.617 3.498 1.070 0.125
H 2.581 2.602 -0.855 0.143
H 1.726 1.761 1.520 0.117
H 2.542 -6.923 1.473 0.122
H 2.390 0.284 -0.480 0.128
H 1.882 -5.200 -0.197 0.135
H 1.672 0.578 -1.929 0.128
H 0.883 2.675 -1.285 0.142
H 1.731 -4.196 4.697 0.137

---

No. 6
51
Properties=species:S:1:pos:R:3:lowdin_charge:R:1 method="wB97M-V/def2-TZVPD" charge=+1 multiplicity=4 e_homo_ev="-11.155 / -11.152" e_above_lowest_kcal_mol=2.9 lumo_energy_ev="-5.568 / -4.978" homo_lumo_gap_ev="5.587 / 6.175"
Br -0.995 -1.774 0.853 0.324
Mn 0.443 0.054 -0.076 0.426
O 1.663 -4.401 -2.005 -0.149
O 4.055 -5.104 -1.983 -0.162
C 0.236 1.037 1.893 -0.097
C 0.992 -4.852 -0.800 -0.187
C 4.994 -5.701 -2.915 -0.565
C 4.375 -5.824 -4.295 -0.015
C 2.943 -3.529 -0.107 -0.146
C 0.998 0.105 -2.139 -0.084
C 2.099 1.147 0.489 -0.101
C 1.872 -4.522 0.421 -0.148
C 5.038 -7.028 -2.120 -0.052
C -1.264 -0.097 -1.627 -0.138
C 6.290 -4.922 -2.986 -0.019
C -0.127 -0.797 -2.125 -0.106
C 0.516 1.390 -1.683 -0.130
C 2.204 -0.045 1.284 -0.069
C 3.941 -6.375 -1.303 -0.158
C -0.862 1.233 -1.270 -0.095
C 2.444 -3.254 -1.521 -0.195
C 0.856 1.827 0.879 -0.130
C 1.077 -0.090 2.161 -0.133
H 3.427 -6.371 -4.260 0.094
H -0.675 1.304 2.425 0.144
H 5.066 -6.344 -4.973 0.096
H 2.000 -0.111 -2.515 0.144
H 2.954 -6.818 -1.455 0.122
H 0.054 -4.285 -0.684 0.079
H 0.481 2.792 0.545 0.142
H -0.134 -1.817 -2.497 0.134
H 4.739 -7.905 -2.692 0.117
H 6.082 -3.968 -3.487 0.085
H 0.785 -5.921 -0.920 0.120
H 3.929 -4.006 -0.155 0.099
H 6.699 -4.741 -1.985 0.089
H 3.053 -0.721 1.321 0.123
H 2.336 -5.430 0.844 0.105
H -2.285 -0.467 -1.560 0.123
H 1.061 2.327 -1.724 0.142
H 2.846 1.516 -0.213 0.145
H 3.263 -3.008 -2.210 0.124
H 4.183 -4.818 -4.686 0.087
H 1.291 -4.015 1.190 0.076
H -1.523 1.996 -0.855 0.147
H 0.884 -0.840 2.920 0.117
H 1.742 -2.393 -1.483 0.070
H 7.032 -5.480 -3.578 0.097
H 4.158 -6.249 -0.244 0.113
H 5.960 -7.158 -1.552 0.117
H 3.016 -2.616 0.507 0.078

---

No. 7
87
Properties=species:S:1:pos:R:3:lowdin_charge:R:1 method="wB97M-V/def2-TZVPD" charge=+2 multiplicity=5 e_homo_ev="-12.917 / -13.390" e_above_lowest_kcal_mol=0.0 lumo_energy_ev="-5.603 / -7.416" homo_lumo_gap_ev="7.314 / 5.974"
Pt -0.085 0.259 0.073 0.730
Te -3.135 0.715 1.917 0.621
Se -1.173 -0.506 2.504 0.159
Se -1.986 -0.181 -1.620 0.331
Se -3.792 -0.363 -0.327 0.076
P 0.079 -3.401 -0.719 0.822
O 0.236 2.060 1.434 -0.216
O -0.386 -2.074 -0.146 -0.587
O -2.095 3.111 -0.496 -0.031
N 1.498 1.422 -1.128 0.012
N 2.971 3.159 3.239 -0.040
N 2.046 2.192 2.901 0.074
N -0.402 4.116 -1.584 0.086
C 2.091 -0.243 2.961 -0.072
C 4.050 2.957 4.192 0.030
C 2.750 1.088 -0.785 -0.151
C 3.658 5.424 2.561 0.009
C 2.357 -2.194 -1.664 -0.082
C 3.729 2.720 -2.199 -0.017
C 1.444 -3.220 -1.883 -0.276
C 3.449 -2.040 -2.503 -0.062
C -3.210 -5.500 -3.099 -0.052
C 1.538 -5.503 0.395 -0.060
C 3.630 -2.920 -3.563 -0.053
C -2.699 -4.279 -3.527 -0.057
C 0.638 -4.462 0.617 -0.286
C 1.342 2.436 -2.001 -0.222
C -1.222 -4.249 -1.625 -0.284
C 1.933 -6.303 1.455 -0.054
C 0.136 -4.225 1.896 -0.088
C -1.699 -3.660 -2.798 -0.110
C 0.534 -5.033 2.951 -0.070
C 1.249 2.675 1.882 -0.407
C 3.882 1.698 -1.281 -0.034
C -1.394 4.101 -0.666 -0.540
C 1.653 -1.421 5.005 -0.060
C -1.621 5.373 0.103 0.018
C 2.719 -3.942 -3.789 -0.049
C -1.728 -5.475 -1.205 -0.054
C -2.722 -6.099 -1.948 -0.053
C 1.910 0.965 3.619 -0.229
C 2.444 3.086 -2.550 0.001
C 1.741 3.966 1.585 0.067
C 1.625 -4.098 -2.951 -0.067
C -0.015 2.976 -2.401 -0.108
C 1.465 -0.212 5.661 -0.046
C 1.431 -6.070 2.729 -0.055
C 1.963 -1.438 3.653 -0.088
C 1.591 0.984 4.971 -0.013
C 2.791 4.222 2.437 -0.245
H -0.788 2.218 -2.341 0.053
H 2.329 -0.241 1.912 0.086
H 2.113 -2.379 3.137 0.107
H 2.631 -7.113 1.287 0.115
H 1.428 1.930 5.475 0.132
H 3.970 1.971 4.636 0.090
H -0.561 -3.411 2.054 0.066
H 4.485 -2.807 -4.217 0.116
H 0.054 3.321 -3.432 0.134
H 1.560 -2.352 5.551 0.116
H 2.861 0.267 -0.097 0.081
H 2.278 3.885 -3.261 0.128
H 3.502 5.909 3.527 0.102
H -3.111 -7.056 -1.627 0.116
H 0.134 -4.860 3.942 0.112
H 5.015 3.031 3.692 0.104
H 4.585 3.221 -2.631 0.126
H -2.659 5.677 -0.022 0.098
H 4.861 1.354 -0.976 0.122
H -0.970 6.187 -0.214 0.081
H -1.266 -2.732 -3.148 0.084
H 0.907 -4.890 -3.125 0.116
H -3.074 -3.820 -4.433 0.114
H 4.001 3.705 4.982 0.109
H 2.191 -1.534 -0.823 0.062
H 0.122 4.966 -1.709 0.141
H 3.428 6.141 1.778 0.092
H -1.458 5.168 1.162 0.092
H 1.737 -6.703 3.551 0.115
H -3.988 -5.989 -3.671 0.116
H 1.928 -5.687 -0.600 0.111
H -1.348 -5.943 -0.305 0.109
H 2.865 -4.622 -4.618 0.117
H 1.341 4.632 0.841 0.109
H 4.173 -1.254 -2.326 0.100
H 1.215 -0.197 6.714 0.119
H 4.714 5.157 2.492 0.092

---

Number 1: electronic energy -359.29351 hartree. Number 2: electronic energy -2507.59625 hartree. Number 3: electronic energy -2062.42717 hartree. Number 4: electronic energy -2721.21316 hartree. Number 5: electronic energy -1599.63994 hartree. Number 6: electronic energy -4615.88574 hartree. Number 7: electronic energy -9809.41126 hartree.